No. 1
Here is a structure of composition C20H55I2N5O5Sn at a distorted geometry from the Open Molecules 2025 dataset. Energies are from the ωB97M-V functional and the def2-TZVPD basis.

Output
LUMO in Ha: 0.015
Multiplicity: 1
Electronic energy in Eh: -2254.64973

```
88
C20H55I2N5O5Sn the ωB97M-V functional and the def2-TZVPD basis
C 7.02285 3.83720 20.93664
C 4.69059 -2.65257 20.47008
H 7.92655 3.77480 15.40896
H 7.20250 -0.01613 25.11773
H 9.19274 0.54927 14.64889
I 10.05125 -1.19115 17.43502
H 7.97123 -2.40806 24.61794
H 4.50977 -3.30189 16.19618
H 6.99471 -1.52267 22.13019
H 8.97563 0.28710 23.07971
H 11.34035 -1.26274 20.35128
C 6.14645 -0.33745 25.08325
H 9.93089 -3.72388 21.61606
C 9.47594 -3.13063 20.80704
H 7.14609 -1.20834 16.36184
C 6.92592 -2.66160 24.33980
O 9.46008 -1.72392 21.11268
C 10.48968 -3.18846 11.02593
C 6.06628 -3.17619 18.54106
H 5.33188 -3.95952 18.45542
H 10.64113 -2.28161 10.41550
Sn 7.75689 0.21014 18.98052
O 5.99016 -2.78120 19.91485
H 7.10281 -3.42639 18.34328
H 6.62571 2.39545 17.24315
C 6.09052 -0.18183 27.53217
O 7.88512 3.36236 19.90646
H 6.22864 -3.41835 15.75035
H 10.28047 1.51206 23.33406
H 7.18864 4.92522 21.26768
H 7.04633 -3.33879 23.44188
H 6.00720 3.77636 20.57200
H 10.58013 -1.95036 13.64680
H 11.50933 -3.47278 11.37888
H 11.87190 0.40562 21.95155
H 8.87668 0.73436 12.85177
N 8.08107 -2.01842 14.55198
C 7.94587 4.26646 16.37715
H 7.19580 3.10960 21.72428
H 4.01307 -3.34532 19.95005
H 5.33725 -0.46172 28.26555
H 7.84447 -1.34387 12.61736
C 5.42830 -2.76256 16.09296
H 7.95317 -2.99348 14.30732
H 10.27270 -0.92433 12.20255
H 10.27276 2.13147 20.95181
H 6.12292 0.92921 27.46875
N 10.37502 1.12870 20.69792
H 6.89613 4.48412 16.52218
H 6.98642 4.70406 18.71055
I 4.96513 0.97392 19.23842
H 6.42770 -3.10937 25.19421
H 5.03853 -1.85578 23.91820
C 10.08310 0.45880 23.08436
C 7.99747 4.22330 18.83308
C 8.34845 3.43632 17.56469
C 6.07222 -1.46446 23.95540
N 7.60929 2.17620 17.42524
H 4.83687 -1.66271 17.75530
C 10.81027 -1.20129 21.29692
H 7.91391 1.67909 16.59801
H 4.73018 -2.77537 21.59589
H 11.38916 -1.92126 21.90611
O 9.65551 -2.95904 12.13313
H 7.10742 -0.53467 27.75525
N 6.50171 -0.84710 22.69575
C 10.81406 0.22758 21.76732
H 10.39538 -0.11124 23.95175
H 8.54341 5.19811 16.32257
H 11.07175 1.05303 19.95369
H 4.35072 -1.59913 20.23118
H 9.89773 -3.30186 19.82824
H 9.46927 3.29942 17.54071
C 8.59149 0.25650 13.78659
H 5.53422 0.50068 24.73247
C 5.77084 -2.11449 17.43518
N 6.67216 -0.91209 17.21678
O 5.64439 -0.80019 26.35453
C 8.54946 -1.20954 13.45398
C 9.89334 -1.71302 12.85621
H 5.74395 -0.51969 22.12889
H 8.83894 -2.08987 15.24906
H 5.95970 -0.24936 17.01768
H 7.58913 0.67418 13.98375
H 10.00655 -3.97188 10.44584
H 8.79414 4.98585 18.96820
H 8.42749 -3.44885 20.73474
H 5.42151 -2.02743 15.27037
```

***

No. 2
Here is a cluster of 6 separate species, C20H55N6O8 in total at a distorted geometry from the Open Molecules 2025 dataset. Energies are from the ωB97M-V functional and the def2-TZVPD basis.

Output
LUMO in Ha: 0.097
Net charge: -1
Multiplicity: 1
Electronic energy in Eh: -1725.28134
Energy relative to the best compared isomer or geometry (same formula, charge and spin) in kcal per mole: 50.3

```
89
C20H55N6O8 the ωB97M-V functional and the def2-TZVPD basis
H 6.67998 -1.88335 -2.08365
C -0.15715 3.47919 -1.98887
O -1.32940 0.26850 2.23225
C -1.78383 -4.53861 -1.57093
H 2.44886 -5.59444 0.79935
C -4.18190 -0.47286 -1.62469
H -2.86670 -4.53308 -1.47561
H 4.90771 -0.65718 -0.27948
H -1.45615 -3.76054 -2.26591
H 1.12132 -0.01979 -1.91774
C 1.11665 -0.97738 -2.44677
H 0.04349 3.39285 0.58322
H -1.50040 0.01854 -5.13889
H -1.23593 2.89989 2.40059
O -1.25522 -4.44430 -0.26992
C -2.16839 0.61478 -4.51269
C 2.77651 1.27740 0.22007
H 5.87692 -1.15640 -3.31096
O 1.00958 3.27612 -1.20015
H 4.21215 -3.02607 -1.90465
H 0.34995 -3.45686 1.50618
H -2.11655 4.38572 2.61401
C -0.63064 4.16294 4.11771
C -3.51563 0.47070 -2.61980
H -4.60087 2.36325 3.86842
C -3.94197 3.12396 3.45594
H -4.28856 -0.39632 0.57039
C 4.61386 -2.00105 -1.91424
H 0.09351 3.93054 -2.94687
C -4.50381 0.21981 -0.30127
H 3.29233 1.83201 -0.58555
C 0.16017 -4.43766 -0.28704
C 0.65929 2.66937 0.04037
N -1.45855 -0.68746 1.43746
C 4.77749 -1.73353 -0.43918
H 2.05653 1.05730 2.46364
H -0.92124 4.07384 -1.48583
H 3.47921 -0.15501 -2.17281
H 2.49662 -4.53217 2.31815
H -2.52813 -1.34928 -0.78763
H 0.77122 5.85602 4.09071
H -0.54583 6.08785 2.98920
C 0.11488 5.31655 3.40197
H 0.50508 1.20422 1.89194
H 0.95804 3.76749 5.28322
H 3.62243 0.94649 0.82672
H 0.20312 -1.47845 -2.13076
O -2.63880 2.88954 3.93327
H 2.44155 3.19677 1.15430
H 3.85095 -1.96193 0.09467
H 0.75496 4.92705 2.60635
H -5.06467 -0.94493 -2.07362
H -4.17155 3.15241 2.38188
H -4.17583 1.30257 -2.89838
N -3.34907 -1.66603 -1.34342
H 2.66243 -3.84623 0.89698
H 0.54982 -3.57664 -0.82880
H -3.86931 1.10000 -0.15303
H -5.54618 0.54486 -0.27593
H 0.52094 -5.72201 2.67882
H -0.28028 -6.26720 1.35359
H 0.05197 1.76427 -0.09136
H 2.31009 0.41314 -0.25062
H -1.65374 1.34293 -3.88789
C 1.87055 2.30371 0.87741
H -2.93228 -1.81913 -2.26476
N 1.35714 1.70730 2.14200
O -1.27051 -0.47768 0.19863
H 0.52505 -5.39580 -0.69403
H 5.53587 -2.38914 -0.01057
N 5.85530 -1.93198 -2.66249
H 3.58545 -1.12701 -3.61170
C 2.09699 -4.69861 1.31174
O 2.24772 -1.76370 -2.13010
C 3.47428 -1.19693 -2.52195
H -0.49635 2.45939 -2.20073
H -1.08031 4.57244 5.02577
H 1.07911 3.04793 3.91672
O -2.97830 -0.23726 -3.73529
H -4.21480 4.14456 3.76409
H -2.71823 1.13673 -5.30896
H 1.11009 -0.84626 -3.53385
C -1.64099 3.56450 3.16681
N -0.16911 -5.46850 1.97812
C 0.60452 -4.47321 1.18134
H -2.64841 0.92412 -2.11800
H -1.49447 -5.51744 -1.98252
O -1.82683 -1.80443 1.82828
N 0.37520 3.23427 4.63762
```

***

No. 3
Here is a cluster of 9 separate species, C20H55O10 in total at a distorted geometry from the Open Molecules 2025 dataset. Energies are from the ωB97M-V functional and the def2-TZVPD basis.

Output
LUMO in Ha: 0.103
Net charge: -1
Multiplicity: 1
Electronic energy in Eh: -1547.23693
Energy relative to the best compared isomer or geometry (same formula, charge and spin) in kcal per mole: 16.8

```
85
C20H55O10 the ωB97M-V functional and the def2-TZVPD basis
H -1.14334 1.74221 -3.11356
H -1.98234 -5.12979 -1.13856
H 1.01966 -2.57779 1.93244
H 2.16366 2.19121 -1.33456
C 3.16566 2.03821 0.57144
C -3.04034 -4.04879 2.56244
H -2.13634 -2.66579 1.28744
H 2.09766 4.87421 -1.15456
O 0.16266 0.59421 -0.98956
H 3.12766 2.64921 1.48244
H -1.14334 0.93021 -5.29456
H -0.74534 4.16721 -3.23156
O -0.93634 4.56221 0.06244
H -0.45234 -2.19179 -3.54156
H 1.55666 -0.80579 -0.72456
C -2.30834 -2.77079 2.32644
H 0.32866 3.25821 -2.09756
H -0.11134 4.03421 0.17344
H -2.47034 -4.98579 2.56044
O 2.43166 -1.20879 -0.64856
H 0.91966 3.75621 -3.67256
H -2.99234 4.22521 -0.12956
H -3.57334 -3.97579 3.49944
O 1.12166 2.75821 0.04544
C -1.43534 -4.50379 -1.96056
C -2.00534 3.69421 -0.03256
C -0.70434 -3.19179 -1.60356
H -4.09534 -1.43779 2.30744
H 1.98666 -3.49679 0.84244
C -0.28334 1.99821 -3.66156
H 1.38666 2.43121 3.36844
C -0.67434 -0.00279 -0.31756
H 2.78066 -0.75679 -2.64656
H 0.55266 0.90121 -2.53656
H -1.09134 -0.53579 4.37344
H -2.47734 0.75921 0.57344
H -2.65334 -0.59179 2.10944
C 0.17166 0.55821 3.04844
H -2.70934 -0.69779 -0.40356
H -1.83534 3.19721 -1.00456
C -0.05834 -0.14379 4.36944
H 0.01266 2.49921 2.17844
C 0.31566 2.08221 3.16544
C -2.17434 0.30321 -0.35656
O -0.27334 -0.95579 0.32744
H 3.63366 4.07521 -1.52456
H -2.42234 1.03221 -1.15956
O 2.28266 -3.91979 2.82044
H 4.23666 -1.28579 -1.81356
C -3.04534 -1.45279 2.71444
H 1.42366 -4.27279 3.12144
O -0.08934 -3.37579 -0.56756
O 0.47866 1.04021 -3.51056
C 0.12066 -2.59479 -2.67156
H 0.64266 -1.71379 -2.39156
H 0.55366 -1.02579 4.53344
C 0.02466 3.35921 -3.14156
H 3.22666 4.59021 0.15144
H -0.71634 -5.15079 -2.27156
C 2.25766 2.78821 -0.44556
H 0.73266 1.87421 -0.12656
H -2.04234 3.10321 0.89044
H -1.42534 -2.40579 -1.51056
H -3.70634 -4.02579 1.71144
C 3.25766 -0.78579 -1.68556
O 1.19166 0.05921 2.48144
H -2.08134 -4.50479 -2.85056
H 0.10466 0.57621 5.21944
H 0.92566 -0.10579 1.55144
H 3.63466 0.21121 -1.49156
H -3.05334 -1.06079 3.70944
H -0.66534 -1.98379 2.50644
H -0.03734 2.25221 -5.81456
H 0.84166 -3.23079 -3.08956
C -0.80234 1.97321 -5.07756
C 1.98466 -2.96079 1.80144
H -0.74134 0.33721 2.44744
H 2.77766 -2.17679 1.88744
H 4.18566 2.01821 0.38844
H -0.31034 2.46521 3.94144
H -1.63734 2.70721 -5.22656
H 2.81566 1.00521 0.86544
H 0.00666 -2.52379 -0.05356
O -1.20434 -2.60779 2.89344
C 2.84466 4.16721 -0.78456
```

***

What did we get for HOMO-LUMO gap? Answer: 7.58; 7.93; 9.42 eV, in the order shown.